Density functional theory data (ωB97M-V with the def2-TZVPD basis set) for a cluster of 6 separate species, C51H56ClFN2O23P in total in a non-equilibrium geometry.

Structure (ORCA input):
```
! RIJCOSX wB97M-V def2-TZVPD def2/J DEFGRID3
* xyz -1 1
C 8.491 1.031 1.683
C 7.314 0.009 1.177
C 6.038 0.721 0.436
Cl 5.794 2.520 0.864
P 5.996 0.530 -1.467
C 7.778 1.246 -1.769
C 8.875 -0.002 -1.913
C 10.002 0.409 -3.079
O 9.467 0.616 -4.314
N 11.503 0.497 -2.804
C 12.103 1.733 -3.459
C 12.347 1.814 -5.111
C 12.948 3.146 -5.855
C 13.317 4.436 -4.885
C 13.091 4.358 -3.233
C 12.483 3.009 -2.500
O 4.464 -0.365 -1.564
C 3.870 0.303 -2.741
C 3.991 1.901 -2.396
C 2.486 2.242 -1.820
C 1.376 2.411 -3.050
C -0.014 1.572 -2.800
F 0.176 0.074 -2.856
C 4.389 2.965 -3.606
C 4.083 4.541 -3.137
C 5.382 5.544 -3.452
C 6.326 5.638 -2.096
N 6.907 7.043 -1.919
O 5.161 2.098 -1.477
H 9.219 0.383 2.372
H 8.118 1.911 2.377
H 9.193 1.435 0.809
H 6.883 -0.515 2.159
H 7.835 -0.845 0.566
H 5.065 0.163 0.844
H 6.524 -0.810 -1.174
H 6.031 0.360 -2.916
H 8.080 2.039 -0.964
H 7.717 1.839 -2.804
H 9.398 -0.253 -0.869
H 8.351 -0.982 -2.349
H 11.690 0.511 -1.776
H 12.022 0.840 -5.715
H 13.061 3.146 -7.030
H 13.732 5.404 -5.419
H 13.381 5.302 -2.578
H 12.319 3.009 -1.335
H 4.100 -0.095 -3.817
H 2.724 -0.010 -2.625
H 2.420 3.242 -1.202
H 2.049 1.397 -1.104
H 1.792 2.072 -4.098
H 1.051 3.552 -3.189
H -0.716 1.815 -3.735
H -0.625 1.897 -1.854
H 3.812 2.722 -4.620
H 5.556 2.901 -3.724
H 3.077 4.953 -3.628
H 3.911 4.634 -1.968
H 4.930 6.625 -3.682
H 5.969 5.150 -4.384
H 7.155 4.805 -2.225
H 5.761 5.392 -1.101
H 7.300 7.042 -0.933
H 7.663 7.118 -2.633
C -1.924 -2.200 -4.104
C -2.164 -3.347 -3.466
C -3.268 -4.252 -3.891
O -3.452 -5.309 -3.297
C -4.108 -3.831 -5.023
C -3.869 -2.682 -5.659
C -2.749 -1.790 -5.252
O -2.543 -0.750 -5.867
O -4.656 -2.278 -6.722
O -1.395 -3.737 -2.386
H -1.124 -1.534 -3.808
H -4.917 -4.489 -5.311
H -4.282 -1.418 -7.012
H -1.765 -4.601 -2.100
C -3.187 -3.950 2.106
C -4.183 -3.411 2.812
C -5.590 -3.456 2.323
O -6.486 -2.969 3.003
C -5.847 -4.089 1.021
C -4.850 -4.624 0.313
C -3.449 -4.604 0.814
O -2.556 -5.120 0.150
O -5.085 -5.218 -0.913
O -3.945 -2.792 4.025
H -2.161 -3.926 2.450
H -6.871 -4.099 0.669
H -4.207 -5.530 -1.224
H -4.824 -2.486 4.339
C -10.361 -2.643 5.980
C -9.276 -2.031 5.500
C -8.002 -1.999 6.270
O -7.017 -1.446 5.795
C -7.981 -2.639 7.595
C -9.067 -3.247 8.076
C -10.332 -3.304 7.293
O -11.309 -3.886 7.754
O -9.055 -3.849 9.321
O -9.296 -1.406 4.267
H -11.293 -2.676 5.429
H -7.054 -2.593 8.152
H -9.957 -4.219 9.440
H -8.393 -1.041 4.145
C -1.717 2.193 6.535
C -1.957 1.046 7.173
C -3.061 0.141 6.748
O -3.245 -0.916 7.342
C -3.901 0.562 5.616
C -3.662 1.711 4.980
C -2.542 2.602 5.388
O -2.336 3.643 4.773
O -4.449 2.114 3.918
O -1.188 0.656 8.254
H -0.917 2.859 6.832
H -4.710 -0.097 5.329
H -4.075 2.975 3.628
H -1.558 -0.208 8.540
C -11.065 -1.806 -0.240
C -10.772 -2.230 0.991
C -11.795 -2.897 1.844
O -11.491 -3.293 2.963
C -13.152 -3.050 1.298
C -13.446 -2.623 0.069
C -12.416 -1.982 -0.794
O -12.712 -1.616 -1.926
O -14.721 -2.762 -0.449
O -9.505 -2.066 1.519
H -10.331 -1.322 -0.871
H -13.891 -3.521 1.935
H -14.679 -2.378 -1.352
H -9.545 -2.455 2.420
*
```

Properties
LUMO = -0.9 eV
Gap between HOMO and LUMO = 3.78 eV